One molecule with the formula C19H15N3O3S at a distorted geometry, computed with ωB97M-V/def2-TZVPD.

Cartesian coordinates (Å):
O1 3.8545 -1.9973 0.2055
C1 2.7536 -1.5619 0.7111
N1 2.7326 -1.6479 2.0583
C2 1.7983 -0.9129 2.7607
C3 1.5474 -1.1153 4.1956
C4 0.4228 -0.4550 4.7443
C5 -0.3208 0.3733 3.9867
C6 0.0224 0.5700 2.6269
C7 0.9588 -0.1348 2.0077
N2 1.0119 0.0363 0.6439
C8 1.8693 -0.6511 -0.0971
C9 1.5892 -0.8206 -1.5375
C10 1.8391 -2.1118 -2.1700
C11 1.3646 -2.3545 -3.4114
C12 0.4821 -1.4898 -4.0786
C13 0.2027 -0.2688 -3.3899
C14 -0.9249 0.6449 -3.6012
O2 -1.9115 0.4085 -4.3595
N3 -0.9270 1.6909 -2.6431
S1 0.5018 1.8217 -1.7103
C15 0.8018 0.1551 -2.1820
C16 -2.1012 2.3886 -2.1984
C17 -2.1523 2.4166 -0.6261
C18 -2.0942 0.9388 0.0122
C19 -2.0588 0.8966 1.5635
O3 -0.8341 1.5187 2.0488
H1 3.5822 -2.0183 2.4411
H2 2.1651 -1.8089 4.7390
H3 0.2043 -0.5971 5.8423
H4 -1.0943 0.9291 4.4526
H5 2.1990 -2.9780 -1.6499
H6 1.6217 -3.2914 -3.9208
H7 -0.1247 -1.7339 -5.0025
H8 -2.1921 3.4209 -2.6259
H9 -3.0037 1.8159 -2.5244
H10 -1.3551 3.0600 -0.2847
H11 -3.1481 2.8811 -0.3588
H12 -3.0055 0.4623 -0.1913
H13 -1.3169 0.3137 -0.3998
H14 -2.0599 -0.1758 1.8778
H15 -2.9002 1.3821 2.0453

Forces on the atoms, in the same order (eV/Å):
O -3.289 0.507 0.366
C 6.287 -0.444 -2.781
N -1.746 1.014 -0.106
C -0.006 -2.181 3.940
C -0.507 0.959 -2.759
C 2.161 -1.837 1.972
C 0.722 0.495 -1.519
C -4.945 2.801 3.623
C 1.396 0.370 -2.064
N 1.707 -0.907 -2.236
C -2.552 -0.825 3.355
C 0.656 -0.957 -0.016
C -0.651 2.384 1.672
C -0.897 -0.580 -2.761
C -0.895 1.512 0.968
C -0.013 0.242 0.104
C -3.721 0.094 -1.490
O 2.654 0.960 1.940
N 0.442 -0.656 -1.737
S -0.266 -1.239 -0.509
C 2.009 -2.141 -0.509
C -1.536 0.073 0.825
C -1.146 -1.075 -0.361
C 0.086 2.268 0.862
C 1.308 -0.532 -0.959
O 0.522 -1.136 -0.480
H 0.104 -0.245 0.252
H 0.079 -0.022 0.168
H 0.200 0.133 -1.382
H -0.703 0.503 -0.070
H 0.791 0.285 0.517
H -0.201 0.234 0.420
H 1.068 0.286 1.224
H 0.204 -0.778 0.385
H 0.836 0.347 -0.162
H 0.136 0.047 0.522
H 1.094 -0.389 -0.124
H -1.549 -0.704 -0.794
H 0.402 0.101 -0.015
H -0.096 0.734 -0.177
H -0.147 0.299 -0.105

Its LUMO energy is -0.89 eV. For the relative energy (zero: lowest compared OMol25 entry of this formula, charge and spin), the calculation gives 2.458 eV. For the frontier orbital gap, the calculation gives 7.30 eV. The SMILES is O=c1[nH]c2cccc3c2nc1-c1cccc2c(=O)n(sc12)CCCCO3. The HOMO energy comes out at -8.18 eV. Its total charge is 0.

Here are the Löwdin charges for atoms 1 to 6, given in e: O -0.005; C -0.325; N 0.164; C -0.134; C 0.019; C -0.091